112
Properties=species:S:1:pos:R:3:forces:R:3 method="wB97M-V/def2-TZVPD" spin_multiplicity=1 total_charge=0 energy_ha=-4005.1693 e_homo_ev=-7.21 fmax_ev_per_a=0.8
Bi -0.818 -1.054 -0.317 0.1109 -0.0254 -0.0458
C 2.568 -1.144 -2.168 -0.3735 0.2015 0.0543
P 2.362 0.654 -1.771 0.1992 -0.0483 -0.2878
C 4.013 1.004 -1.036 -0.2219 0.0727 0.2161
C 4.007 1.487 0.272 -0.0245 -0.0111 -0.0624
C 5.196 1.718 0.948 0.1118 0.0790 0.0250
C 6.408 1.467 0.321 -0.0477 0.0104 0.0123
C 6.422 1.017 -0.993 0.0877 -0.0307 -0.0559
C 5.234 0.795 -1.672 -0.0200 -0.0375 0.0057
C 2.564 1.436 -3.425 -0.1547 0.1008 0.1220
C 2.923 0.804 -4.612 0.0031 0.0230 0.0588
C 3.002 1.526 -5.796 0.0226 -0.0463 -0.0837
C 2.711 2.882 -5.818 0.0070 -0.0013 0.0150
C 2.333 3.520 -4.644 0.0056 0.0178 0.0128
C 2.260 2.800 -3.464 0.0044 -0.0254 0.0066
C 1.335 -1.702 -2.814 -0.1488 -0.0745 -0.1590
C 1.267 -2.425 -3.982 0.1532 -0.0008 0.1222
C -0.086 -2.769 -4.202 -0.1634 -0.0327 -0.0367
C -0.808 -2.245 -3.163 0.1012 0.0945 0.0148
C -2.282 -2.322 -2.900 0.0653 0.1013 0.2548
P -2.908 -0.587 -2.574 -0.5086 -0.4292 -0.4978
C -3.560 -0.297 -4.260 0.1140 0.1844 0.1234
C -4.712 -0.915 -4.744 0.0425 0.0406 -0.0709
C -5.053 -0.793 -6.081 -0.0376 -0.0749 0.0230
C -4.242 -0.069 -6.945 0.0052 0.0456 -0.0240
C -3.106 0.562 -6.465 0.0458 0.0082 -0.0891
C -2.767 0.454 -5.123 -0.0820 -0.0417 0.0589
C -4.425 -0.802 -1.566 0.0478 0.1634 0.0217
C -4.478 -1.669 -0.474 -0.0196 -0.0847 -0.1102
C -5.571 -1.674 0.380 -0.0709 -0.0160 0.0801
C -6.633 -0.809 0.165 0.0417 -0.0175 -0.0296
C -6.583 0.074 -0.905 -0.0838 0.0156 0.0264
C -5.485 0.090 -1.750 -0.0044 -0.0385 -0.0049
N 0.048 -1.561 -2.310 0.2778 0.0558 -0.1173
H 2.758 -1.641 -1.218 0.1129 0.0103 0.1000
H 3.435 -1.302 -2.809 -0.0298 -0.1109 -0.0294
H 3.055 1.669 0.757 0.0019 -0.0284 0.0446
H 5.181 2.095 1.964 -0.0235 -0.0221 0.0132
H 7.339 1.624 0.851 0.0037 0.0370 -0.0177
H 7.368 0.840 -1.489 -0.0145 -0.0024 -0.0135
H 5.257 0.464 -2.705 -0.0034 -0.0297 0.0061
H 3.129 -0.257 -4.629 -0.0032 -0.0089 0.0045
H 3.289 1.018 -6.708 -0.0123 0.0154 -0.0084
H 2.772 3.440 -6.744 -0.0073 -0.0217 -0.0153
H 2.084 4.574 -4.651 0.0380 0.0038 -0.0037
H 1.961 3.294 -2.545 -0.0331 0.0245 -0.0166
H 2.106 -2.702 -4.603 0.0491 0.0627 0.0119
H -0.480 -3.345 -5.025 -0.0601 0.0288 0.0009
H -2.502 -2.963 -2.038 -0.0414 -0.0012 -0.0312
H -2.799 -2.733 -3.765 0.0203 -0.0910 0.0302
H -5.331 -1.499 -4.074 -0.0195 -0.0123 -0.0208
H -5.945 -1.280 -6.456 -0.0005 0.0018 0.0026
H -4.495 -0.003 -7.995 -0.0194 0.0388 0.0053
H -2.475 1.130 -7.136 -0.0003 0.0029 0.0044
H -1.875 0.938 -4.741 0.0143 -0.0056 -0.0306
H -3.670 -2.365 -0.283 0.0181 -0.0024 -0.0039
H -5.598 -2.358 1.219 0.0378 -0.0090 -0.0102
H -7.489 -0.820 0.826 0.0050 0.0003 0.0060
H -7.413 0.748 -1.082 0.0432 0.0434 -0.0161
H -5.456 0.794 -2.573 -0.0115 0.0012 -0.0022
C -5.695 2.004 4.623 0.0431 0.0188 -0.0100
C -4.479 1.800 5.258 -0.0867 0.0163 0.0881
C -3.377 1.346 4.546 0.1194 -0.0026 -0.0619
C -3.479 1.125 3.178 -0.1978 -0.1908 -0.1955
C -4.703 1.344 2.540 0.0376 -0.0637 0.0653
C -5.803 1.781 3.256 -0.0372 -0.0047 -0.0591
P -2.179 0.379 2.137 0.3095 0.4176 0.2934
C -0.645 0.570 3.123 -0.1251 -0.0638 0.0298
C -0.299 -0.491 3.961 -0.0375 0.0408 -0.0154
C 0.875 -0.459 4.696 -0.0232 -0.0036 0.0761
C 1.718 0.639 4.596 0.0177 -0.0208 0.0327
C 1.384 1.694 3.759 0.0534 0.0554 0.0092
C 0.211 1.662 3.021 -0.0673 -0.0133 0.0343
C -1.926 1.621 0.815 -0.0040 -0.1868 -0.1213
C -2.392 2.937 0.855 0.0541 0.0263 0.0287
C -2.155 3.786 -0.212 -0.0492 0.0662 0.0038
C -1.481 3.326 -1.336 0.0160 -0.0340 -0.0178
C -1.040 2.013 -1.391 0.1776 0.0605 -0.0311
C -1.238 1.161 -0.314 -0.0710 -0.0177 0.1974
H -6.558 2.325 5.193 0.0139 0.0532 -0.0073
H -4.393 1.994 6.320 0.0272 -0.0643 0.0073
H -2.442 1.151 5.058 0.0114 0.0764 -0.0122
H -4.787 1.147 1.477 -0.0723 0.0253 -0.0205
H -6.745 1.935 2.746 -0.0098 0.0076 0.0278
H -0.955 -1.354 4.023 0.0291 -0.0216 -0.0023
H 1.144 -1.290 5.338 0.0042 0.0133 -0.0054
H 2.633 0.667 5.173 0.0203 -0.0120 -0.0316
H 2.040 2.554 3.687 0.0089 -0.0117 -0.0295
H -0.034 2.482 2.356 0.0104 0.0016 0.0068
H -2.947 3.292 1.714 0.0332 -0.0048 0.0220
H -2.509 4.809 -0.179 -0.0157 -0.0106 0.0246
H -1.320 3.990 -2.177 0.0146 -0.0363 -0.0131
H -0.558 1.642 -2.286 0.0904 0.0132 -0.0555
C 5.610 -3.529 8.068 -0.0233 0.0100 0.0984
C 4.831 -3.304 6.804 -0.0283 0.0380 -0.3664
O 3.737 -2.817 6.741 0.0566 0.0122 0.1872
S 5.758 -3.821 5.347 -0.0286 -0.0046 -0.1298
C 4.702 -3.178 4.069 0.0737 -0.1026 0.3567
C 3.420 -3.694 3.919 0.0171 0.0891 -0.1135
C 2.547 -3.078 3.046 0.1081 0.0406 -0.0010
C 2.953 -1.960 2.305 -0.0912 -0.3791 0.1653
C 4.259 -1.493 2.418 -0.0325 0.0840 -0.1186
C 5.131 -2.102 3.305 -0.0155 -0.0237 0.0314
C 1.973 -1.384 1.442 0.0005 0.2449 -0.1920
C 1.090 -0.968 0.725 0.1185 -0.2264 0.1165
H 4.927 -3.711 8.895 -0.0085 -0.0201 -0.0269
H 6.174 -2.619 8.279 0.0184 -0.0120 -0.0004
H 6.312 -4.353 7.956 0.0168 -0.0051 0.0425
H 3.116 -4.559 4.491 -0.0340 0.0349 0.0616
H 1.533 -3.437 2.931 0.0061 -0.0367 0.0012
H 4.572 -0.642 1.825 0.0285 -0.0781 0.0312
H 6.147 -1.746 3.419 -0.0274 0.1012 0.0102

11
Properties=species:S:1:pos:R:3:forces:R:3 method="wB97M-V/def2-TZVPD" spin_multiplicity=1 total_charge=0 energy_ha=-285.2389 e_homo_ev=-8.34 fmax_ev_per_a=0.4
N -1.247 1.106 0.214 -0.0733 0.0269 0.0359
C -1.303 -0.247 0.401 -0.0476 -0.0193 -0.0121
O -2.333 -0.830 0.705 0.2845 0.1779 -0.0570
C -0.031 -0.972 0.208 -0.0172 -0.0585 0.1305
C 1.166 -0.335 -0.063 0.2141 0.2910 0.0717
C 2.131 0.280 -0.599 -0.2887 -0.1481 0.2331
H -2.090 1.637 0.361 0.0854 -0.0730 -0.0365
H -0.403 1.580 -0.061 -0.1323 -0.1035 0.0425
H -0.048 -2.046 0.350 0.0009 0.1463 -0.1289
H 1.053 -0.868 -1.116 0.0757 -0.1486 -0.2131
H 3.105 0.696 -0.400 -0.1015 -0.0910 -0.0660

12
Properties=species:S:1:pos:R:3:forces:R:3 method="wB97M-V/def2-TZVPD" spin_multiplicity=1 total_charge=-1 energy_ha=-268.8878 e_homo_ev=-2.41 fmax_ev_per_a=6.7
C 2.997 0.761 0.500 1.8544 5.6848 3.0596
O 3.989 1.508 0.300 -1.4519 -2.4460 -0.2784
H 2.368 0.483 -0.314 -0.4596 -1.2483 -0.3273
H 2.602 0.963 1.625 0.2783 -1.8877 -2.4462
H -3.379 -2.465 -1.900 0.1776 0.7598 -0.7287
C -1.431 0.542 0.570 -0.6951 -1.0810 -3.2106
C -0.385 -0.255 0.153 0.2749 -0.8277 2.6269
O 0.654 -0.488 0.920 -0.8834 0.2138 -1.7544
H -2.346 0.632 -0.078 0.9393 0.0944 0.7320
H -1.279 1.152 1.397 -0.0308 0.9914 1.4770
H -0.536 -0.915 -0.743 0.1711 0.5009 0.1172
H -3.252 -1.918 -2.432 -0.1747 -0.7543 0.7329

54
Properties=species:S:1:pos:R:3:forces:R:3 method="wB97M-V/def2-TZVPD" spin_multiplicity=1 total_charge=0 energy_ha=-1853.2253 e_homo_ev=-6.60 fmax_ev_per_a=2.9
C -1.482 2.816 -2.902 -0.2439 0.2851 -0.6361
C -0.553 2.049 -2.142 1.4258 -0.0929 0.6007
N -1.045 1.104 -1.225 -0.2085 0.1752 -0.8730
C -2.329 0.688 -1.385 -0.3746 0.2983 -0.5861
C -3.187 1.276 -2.315 -0.1928 -1.3450 1.2430
C -2.770 2.382 -3.049 0.7912 0.4244 0.0205
C 0.846 2.248 -2.380 -1.4185 1.2076 2.2304
P 2.187 1.278 -1.630 -0.2091 1.0700 -2.2847
La 0.587 0.205 0.533 0.9042 -0.2232 -0.2204
P -2.116 -0.768 1.115 -0.8254 -0.5342 -1.1351
C -2.830 -0.521 -0.585 0.0023 0.3760 -0.2871
O 0.824 5.146 -0.601 0.0803 0.7756 0.7978
O 2.425 3.112 1.642 0.2078 -0.7872 1.4394
H -1.073 3.657 -3.472 -0.3007 -0.3466 0.1318
H -4.185 0.859 -2.405 0.0627 0.1591 -0.0993
H -3.445 2.849 -3.749 -0.0810 0.2207 0.0059
C 2.654 0.641 -3.299 0.4616 -0.7376 0.6523
C 3.620 2.388 -1.212 -0.3034 -0.1914 0.1031
H -3.922 -0.427 -0.460 0.3011 -0.1603 -0.1857
H -2.620 -1.445 -1.161 0.0004 0.5191 0.2957
H 0.830 4.269 -0.956 0.0488 -1.1953 -0.7897
H 1.066 3.241 -2.805 0.1644 -0.6505 -0.2882
C -2.456 -2.546 1.305 0.0908 -0.3520 0.4151
C -3.424 -0.011 2.127 -0.0266 0.2060 0.3979
H -0.178 1.388 2.319 0.4316 0.9373 0.4335
H 2.319 3.329 2.594 0.1526 -0.2204 -0.8954
H 1.780 3.637 1.192 -0.6679 1.0276 -0.5774
H -0.079 5.256 -0.292 -0.1725 0.1816 -0.0117
H 0.280 -1.564 -0.544 -0.3127 -0.2521 -0.0221
H -0.745 1.109 2.672 -0.6665 -0.3188 0.3450
H 3.150 1.453 -3.857 -0.1308 -0.4655 0.1489
H 3.292 -0.237 -3.127 0.1030 0.1559 -0.6896
H 1.700 0.367 -3.781 0.6543 -0.0245 0.1959
H 3.958 2.972 -2.079 -0.1633 -0.1642 0.2232
H 3.367 3.048 -0.371 0.1223 -0.1743 -0.3701
H 4.429 1.730 -0.863 -0.1201 0.1937 -0.1694
H -4.356 -0.586 2.037 0.2182 0.2582 0.0484
H -3.089 -0.008 3.173 -0.2788 0.0326 -0.1475
H -3.591 1.028 1.809 0.0228 -0.2530 0.1011
H -3.490 -2.696 1.646 0.2778 -0.0640 -0.1334
H -2.296 -3.061 0.349 0.0659 0.1618 0.3235
H -1.757 -2.955 2.046 -0.2461 -0.0969 -0.1833
Te 2.753 -0.923 2.397 0.6554 0.4886 0.4184
C 1.871 -2.813 2.196 -0.2815 -0.5745 -0.0381
C 2.153 -3.605 1.059 -0.5506 -0.1900 0.9224
C 1.726 -4.940 1.048 -0.0013 0.3370 0.1965
C 1.018 -5.464 2.137 -0.0577 0.0731 0.0351
C 0.692 -4.657 3.237 0.1737 0.2413 -0.2118
C 1.113 -3.320 3.277 0.3025 -0.4740 -0.9650
H 2.689 -3.153 0.226 -0.0790 -0.2779 0.1935
H 1.955 -5.576 0.192 -0.0800 0.1526 0.2002
H 0.710 -6.515 2.129 0.1061 0.4312 -0.0096
H 0.127 -5.071 4.072 0.1226 0.0576 -0.2037
H 0.894 -2.662 4.118 0.0432 -0.2812 -0.1057

8
Properties=species:S:1:pos:R:3:forces:R:3 method="wB97M-V/def2-TZVPD" spin_multiplicity=1 total_charge=0 energy_ha=-2798.5393 e_homo_ev=-10.11 fmax_ev_per_a=3.5
C -0.013 -1.044 0.712 -1.1766 0.8293 -0.5802
N 0.667 0.978 -1.011 1.5643 -2.3964 -0.0969
N 0.476 2.124 -1.227 -2.7679 0.2156 2.1999
O -0.127 0.330 0.213 -0.5901 0.2530 1.5360
Br -1.223 -2.156 -0.440 0.1063 0.1239 0.4912
H -0.379 -1.230 1.849 0.9138 1.1654 -2.8978
H 0.924 -1.526 0.484 0.4765 0.3157 0.2965
H -0.324 2.524 -0.580 1.4736 -0.5064 -0.9486

19
Properties=species:S:1:pos:R:3:forces:R:3 method="wB97M-V/def2-TZVPD" spin_multiplicity=1 total_charge=0 energy_ha=-3627.8821 e_homo_ev=-9.14 fmax_ev_per_a=3.2
C -3.187 0.582 2.590 1.7442 2.1807 -1.3303
C -3.062 0.637 1.240 -0.2016 -0.2093 1.4838
C -1.021 -0.834 -0.119 -1.2831 -0.2280 0.0883
C 2.012 0.153 -1.746 1.9692 -0.2761 -2.4877
C 1.212 -0.797 -0.884 0.7939 0.8426 2.1448
C -3.252 -0.574 0.328 -2.2679 1.2056 0.1751
O -0.819 -1.058 1.016 1.1652 -0.2391 1.9728
O -0.214 -0.656 -1.092 1.6068 0.1303 -2.2059
O -2.299 -0.757 -0.604 0.5879 0.5206 -1.4718
Br -3.575 -2.201 1.246 -0.4224 -0.8135 0.4766
I -2.504 2.423 0.258 -0.0679 -0.4518 0.2183
I -5.205 -0.179 -0.919 1.2562 -0.1501 0.7040
H -2.810 1.443 3.267 -1.1453 -1.5237 -1.3346
H -3.387 -0.373 2.998 -0.3217 -0.5807 0.6861
H 1.733 -0.115 -2.828 1.0064 -0.0385 1.2826
H 2.005 1.249 -1.861 -1.0224 -0.2168 1.3529
H 3.158 -0.020 -1.514 -2.2585 -0.1945 -0.7558
H 1.418 -0.618 0.221 -0.3231 -0.4005 -1.3277
H 1.585 -1.805 -1.169 -0.8160 0.4429 0.3285